Below is a structure of composition C6H10N3O4, with properties calculated with ωB97M-V/def2-TZVPD.

Last column: natural (NBO) charge in e.
CARTESIAN COORDINATES (ANGSTROEM)
C: -0.892364 1.353326 0.973800  0.6293
C: -2.476310 0.114673 -0.083330  0.7152
C: 0.728066 -1.030540 -0.643758  0.3192
C: 2.444714 -0.065250 -0.734451  0.3921
C: -0.354889 -0.997334 0.535828  0.4148
C: 3.301194 0.885893 0.006414  -0.6860
N: -2.016607 1.375485 0.252959  -0.6460
N: -1.814585 -1.025387 0.159873  -0.5907
N: -3.658124 -0.026926 -0.768497  -0.7311
O: -0.166584 2.139786 1.464866  -0.4034
O: 1.078503 0.300855 -1.033282  -0.5350
O: 1.959890 -1.318456 -0.175054  -0.5425
O: -0.175520 -1.745909 1.706649  -0.6415
H: 0.443868 -1.659305 -1.465386  0.1668
H: 2.907892 -0.561546 -1.674251  0.1710
H: 3.457814 1.713514 -0.678756  0.2528
H: 4.299797 0.487959 0.321793  0.2609
H: 2.791963 1.364655 0.954871  0.2426
H: -2.663966 2.211528 0.123872  0.4348
H: -2.289433 -1.890937 -0.117774  0.4278
H: -4.379080 0.617050 -0.701287  0.4190
H: -3.972725 -0.979991 -0.756553  0.4067
H: 0.749317 -2.187918 1.622293  0.5231

Atomic forces in eV per Å
C 1.67 0.91 1.84
C -1.49 -0.46 -0.94
C -1.87 1.48 1.66
C 0.31 -2.42 -2.43
C -0.34 -3.36 -0.24
C -0.41 1.07 2.31
N -2.30 -0.27 -1.00
N 1.78 1.73 0.22
N 2.78 -1.10 1.17
O -0.61 0.35 -0.44
O 0.01 0.17 -0.03
O 1.28 -0.83 2.27
O 1.82 0.25 -2.55
H -0.59 -0.38 -0.70
H -0.04 1.95 0.98
H 0.22 0.17 -0.12
H -1.00 0.08 -0.50
H 0.76 -1.21 -1.82
H 1.06 -1.06 -0.06
H 0.49 0.28 0.28
H -1.33 1.66 0.14
H -0.37 -0.18 -0.39
H -1.84 1.17 0.37

Summary:
- ΔE to the lowest compared entry with this formula, charge and spin (kJ/mol) = 0.0
- 2S+1 = 3
- M (g/mol) = 188.16
- ⟨S²⟩ = 2.0062
- total charge = +1
- Kohn-Sham gap (alpha / beta) (eV) = 6.97 / 8.01
- calculated total energy (eV) = -19032.3605

---

Below is the molecule C6H10N4OS, with properties calculated with ωB97M-V/def2-TZVPD.

Last column: natural (NBO) charge in e.
CARTESIAN COORDINATES (ANGSTROEM)
C: -3.580233 0.505948 -1.127102  -0.6476
C: -2.184025 0.169658 -0.620530  0.1395
C: -0.915591 0.402689 -1.220156  -0.3615
C: -0.075284 -0.061659 -0.269266  0.3245
N: 1.442284 -0.156449 -0.440849  -0.6113
S: 1.901091 -1.111367 -1.759993  0.2212
C: 2.271862 0.462946 0.473058  0.7774
N: 3.595685 0.495442 0.186282  -0.8287
O: 1.814468 1.076723 1.431087  -0.6474
N: -0.735483 -0.492541 0.772494  -0.1630
C: -0.244852 -0.982992 2.066124  -0.4262
N: -2.027363 -0.328740 0.590731  -0.2810
H: -4.202545 0.386836 -0.141382  0.2436
H: -3.643965 1.595878 -1.541041  0.2199
H: -3.806839 -0.160549 -2.004160  0.2251
H: -0.546984 0.956657 -2.118752  0.2413
H: 2.973322 -0.349844 -2.074224  0.1094
H: 4.087479 -0.232591 -0.200270  0.3838
H: 4.198767 0.976853 0.760295  0.3994
H: -1.013595 -0.853365 2.731522  0.2243
H: 0.176989 -2.058997 2.160582  0.2044
H: 0.514804 -0.240542 2.345542  0.2528

Atomic forces in eV per Å
C 0.17 0.85 0.72
C -0.33 1.25 -0.98
C -0.25 0.76 -1.03
C 4.93 0.38 -1.36
N -2.99 0.12 1.15
S 0.84 -0.12 -0.23
C -0.89 0.83 0.78
N -0.84 0.17 -0.90
O 0.16 -0.14 -0.55
N 0.52 -1.64 2.02
C 2.65 -0.39 -1.11
N -1.60 -0.29 -0.04
H 0.48 0.12 -2.41
H 0.13 -1.88 0.98
H -0.33 0.45 1.18
H -0.87 -0.86 0.82
H -0.31 -0.08 -0.29
H 0.62 -2.20 -1.46
H 0.75 1.55 1.90
H -2.05 0.01 1.49
H -0.83 1.75 -0.81
H 0.06 -0.64 0.12

Summary:
- ΔE to the lowest compared entry with this formula, charge and spin (kJ/mol) = 161.7
- 2S+1 = 1
- M (g/mol) = 186.24
- Kohn-Sham gap (eV) = 9.04
- SMILES string = Cc1cc(N(S)C(N)=O)n(C)n1
- calculated total energy (eV) = -25225.9010

---

Below is the molecule C6H10N4OS2, with properties calculated with ωB97M-V/def2-TZVPD.

Last column: natural (NBO) charge in e.
CARTESIAN COORDINATES (ANGSTROEM)
C: -3.870351 -0.180998 -1.748401  -0.7261
S: -2.222381 -1.079523 -1.680890  0.2633
C: -1.268242 0.081006 -0.843745  0.3465
O: -1.787751 1.099844 -0.388611  -0.5702
C: 0.205465 -0.051569 -0.711442  -0.1931
C: 0.384463 -0.291625 0.791418  -0.4142
C: 1.959011 -0.417497 1.132034  -0.3952
C: 2.736568 0.830031 0.596332  -0.2085
N: 2.359818 1.065946 -0.775966  -0.1326
N: 3.011997 0.528273 -1.776085  0.0118
N: 2.496155 0.668331 -2.909083  -0.3766
S: 0.963953 1.372753 -2.784113  0.5267
N: 0.973171 1.288389 -1.036249  -0.3833
H: -4.771421 -0.756200 -2.003962  0.2409
H: -3.706796 0.672922 -2.327083  0.2280
H: -4.158960 0.319410 -0.812787  0.2469
H: 0.726870 -0.682700 -1.364721  0.2126
H: -0.178257 -1.229941 1.043165  0.2207
H: -0.231244 0.442053 1.303581  0.2442
H: 2.141792 -0.377950 2.176894  0.2152
H: 2.365632 -1.246156 0.732778  0.2038
H: 2.514474 1.811784 1.113730  0.2172
H: 3.729130 0.617782 0.678487  0.2221

Atomic forces in eV per Å
C 0.06 -0.32 1.88
S -1.47 -0.71 -0.49
C -1.29 3.13 -0.23
O 0.43 -1.02 -0.28
C 1.23 1.76 1.71
C 1.27 -1.94 0.07
C -2.99 4.76 0.72
C -3.79 0.56 0.28
N -0.89 0.93 0.05
N 1.23 -0.37 -1.75
N 0.79 -1.15 0.66
S -0.31 1.36 0.46
N -1.70 -0.92 -0.07
H 0.94 -0.31 -0.46
H 0.12 0.96 -1.64
H 0.64 -0.69 0.34
H 0.11 -1.97 -0.63
H 0.84 0.36 -0.17
H 0.75 0.61 0.23
H -0.15 -0.44 1.15
H 1.22 -2.98 -1.48
H 0.08 -1.35 -0.16
H 2.88 -0.28 -0.20

Summary:
- ΔE to the lowest compared entry with this formula, charge and spin (kJ/mol) = 0.0
- 2S+1 = 1
- M (g/mol) = 218.31
- Kohn-Sham gap (eV) = 8.58
- SMILES string = CSC(=O)[C@@H]1CCCN2N=NSN12
- calculated total energy (eV) = -36058.4119

---

- Number 1 is which compound?
  C6H10N3O4